Computed, not measured: 2 unconnected molecules or ions with the total composition C2H3FN in a non-equilibrium geometry, with wB97M-V/def2-TZVPD.

HOMO level (spin up / spin down) = -0.5136 / -0.4903 hartree
molar mass = 60.1 g/mol
gap between HOMO and LUMO (spin up / spin down) = 7.748 / 7.456 eV
charge = +1
energy relative to the best compared isomer or geometry (same formula, charge and spin) = 168.37 kcal/mol
multiplicity = 1

Structure (XYZ):
```
7
C2H3FN (wB97M-V/def2-TZVPD)
C 0.16534 -0.70204 0.51466
C 2.13260 0.65187 -0.36477
N -1.10782 -0.02368 0.05539
F 3.05682 0.06430 0.09090
H -0.98382 0.79295 -0.49690
H -1.75262 0.03757 0.78577
H -1.51050 -0.82098 -0.58506
```

Results of the Mulliken charge analysis, in e, for atoms 1 through 4: -0.21 0.27 -0.31 0.11

Computed, not measured: a gas-phase ion, C2H3FN (charge +1) in a non-equilibrium geometry, with wB97M-V/def2-TZVPD.

HOMO level = -0.7137 hartree
molar mass = 60.1 g/mol
gap between HOMO and LUMO = 11.811 eV
charge = +1
energy relative to the best compared isomer or geometry (same formula, charge and spin) = 79.90 kcal/mol
multiplicity = 1
structure (SMILES) = CC#[N+]F

Structure (XYZ):
```
7
C2H3FN (wB97M-V/def2-TZVPD)
C -0.00800 -1.20420 -1.01105
C -0.00356 -0.15368 -0.09790
N -0.25953 -2.01577 -1.81364
F -0.20141 -3.29485 -2.48970
H 0.95028 0.23234 -0.11304
H -0.30951 -0.74250 0.78465
H -0.68237 0.58779 -0.69340
```

Results of the Mulliken charge analysis, in e, for atoms 1 through 4: 0.28 -0.54 0.30 0.02

Computed, not measured: 2 unconnected molecules or ions with the total composition C2H3FN2O in a non-equilibrium geometry, with wB97M-V/def2-TZVPD.

HOMO level = -0.4272 hartree
molar mass = 90.1 g/mol
gap between HOMO and LUMO = 12.259 eV
energy relative to the best compared isomer or geometry (same formula, charge and spin) = 12.31 kcal/mol
multiplicity = 1
structure (SMILES) = c1ncon1.F

Structure (XYZ):
```
9
C2H3FN2O (wB97M-V/def2-TZVPD)
C 0.21903 0.19504 -1.17804
C 1.45947 0.07318 0.48874
N 1.49777 0.08945 -0.79310
N -0.60180 0.30097 -0.20864
O 0.21244 0.29988 0.86014
F -2.78287 -0.67829 1.30143
H 0.14967 0.12528 -2.27333
H -2.34560 -0.14510 0.64455
H 2.19189 -0.26041 1.15825
```

Results of the Mulliken charge analysis, in e, for atoms 1 through 4: -0.01 0.18 -0.52 -0.39

Computed, not measured: a single C2H3FN2O5 molecule in a non-equilibrium geometry, with wB97M-V/def2-TZVPD.

HOMO level = -0.4180 hartree
molar mass = 154.1 g/mol
gap between HOMO and LUMO = 10.037 eV
energy relative to the best compared isomer or geometry (same formula, charge and spin) = 0.68 kcal/mol
multiplicity = 1
structure (SMILES) = O=[N+]([O-])C(F)(CO)[N+](=O)[O-]

Structure (XYZ):
```
13
C2H3FN2O5 (wB97M-V/def2-TZVPD)
C -0.69466 -0.66698 -0.72425
C -0.02852 0.24461 0.24667
N 1.23452 0.82979 -0.42501
N 0.50911 -0.43770 1.42617
O 1.82497 0.16214 -1.27571
O 0.62727 -1.63306 1.39776
O 1.49206 1.96125 -0.11117
O 0.79175 0.29020 2.33765
O -1.84252 -0.07432 -1.29316
F -0.75533 1.27509 0.67802
H -1.03218 -1.62369 -0.20794
H 0.06767 -0.94118 -1.45319
H -2.19413 0.61387 -0.59585
```

Results of the Mulliken charge analysis, in e, for atoms 1 through 4: -0.57 0.80 0.84 0.88